Entry from the Open Molecules 2025 dataset: the molecule C10H19N3O4 in a non-equilibrium geometry (wB97M-V/def2-TZVPD).

Summary:
E: -23337.4420 eV
Kohn-Sham gap: 9.72 eV
molar mass: 245.28 g/mol
SMILES string: CC[C@H](C)[C@H](NC(=O)[C@@H](N)CC(N)=O)C(=O)O
E_LUMO: 0.16 eV
energy above the lowest of the compared OMol25 structures with the same formula, charge and spin: 318.7 kJ/mol

Last column: natural (NBO) charge in e.
Atoms and positions in Å:
C  -1.489  -4.488  -0.677  -0.61
C  -0.716  -3.059  -0.700  -0.42
C  -1.388  -2.003  0.350  -0.20
C  -2.486  -1.224  -0.443  -0.61
C  -0.298  -1.000  0.786  -0.15
N  0.387  -0.359  -0.265  -0.64
C  0.789  0.905  -0.609  0.69
O  1.427  1.121  -1.641  -0.64
C  0.287  2.146  0.316  -0.10
N  0.831  2.039  1.720  -0.87
C  0.640  3.525  -0.242  -0.54
C  2.009  3.901  -0.452  0.70
N  2.398  4.073  -1.810  -0.85
O  2.646  4.167  0.502  -0.59
C  0.670  -1.547  1.901  0.79
O  0.758  -2.730  2.310  -0.59
O  1.514  -0.567  2.279  -0.73
H  -2.557  -4.315  -1.021  0.19
H  -1.134  -5.132  -1.468  0.21
H  -1.451  -4.910  0.347  0.22
H  -0.849  -2.702  -1.757  0.19
H  0.442  -3.235  -0.483  0.23
H  -1.817  -2.449  1.213  0.23
H  -1.954  -0.577  -1.083  0.20
H  -3.071  -2.044  -0.993  0.22
H  -3.116  -0.621  0.231  0.21
H  -0.869  -0.327  1.438  0.20
H  0.432  -0.965  -1.272  0.44
H  -0.819  1.890  0.411  0.22
H  -0.038  2.034  2.463  0.40
H  1.578  2.652  1.882  0.41
H  0.289  4.350  0.333  0.25
H  0.174  3.659  -1.214  0.23
H  3.447  4.086  -2.012  0.39
H  2.082  3.259  -2.381  0.41
H  1.251  0.446  2.043  0.51

Entry from the Open Molecules 2025 dataset: a structure of composition C10H19N3O4S2Sc (wB97M-V/def2-TZVPD).

Summary:
E: -65707.7366 eV
Kohn-Sham gap: 8.36 eV
molar mass: 354.37 g/mol
E_LUMO: -3.47 eV
energy above the lowest of the compared OMol25 structures with the same formula, charge and spin: 0.0 kJ/mol
net charge: +1

Last column: natural (NBO) charge in e.
Atoms and positions in Å:
Sc  0.010  -0.746  0.937  1.52
O  -0.801  1.122  1.755  -0.73
C  0.143  1.922  2.485  -0.11
C  1.467  1.856  1.774  0.22
C  2.444  2.812  1.991  -0.22
C  3.669  2.672  1.365  -0.10
C  3.884  1.583  0.531  -0.24
C  2.859  0.680  0.356  0.07
N  1.668  0.809  0.962  -0.54
H  -1.489  0.770  2.352  0.55
H  0.256  1.516  3.493  0.24
H  -0.215  2.949  2.546  0.22
H  2.244  3.650  2.646  0.24
H  4.450  3.404  1.523  0.24
H  4.828  1.436  0.027  0.25
H  2.981  -0.187  -0.280  0.21
O  0.424  -1.239  2.967  -0.98
S  -0.426  -2.468  2.696  2.18
O  -0.388  -3.507  3.654  -0.86
O  0.095  -2.819  1.299  -0.99
S  -2.201  -1.627  2.229  -0.50
C  -1.504  -1.408  -3.385  -0.63
C  -1.688  -0.708  -2.043  0.12
C  -3.141  -0.780  -1.588  -0.62
C  -1.220  0.743  -2.098  -0.63
N  -0.921  -1.407  -0.970  -0.50
N  0.519  -1.489  -1.151  -0.69
H  -2.109  -0.913  -4.143  0.24
H  -1.823  -2.450  -3.330  0.23
H  -0.469  -1.379  -3.735  0.20
H  -3.778  -0.278  -2.315  0.24
H  -3.273  -0.297  -0.619  0.23
H  -3.478  -1.815  -1.504  0.23
H  -1.824  1.296  -2.816  0.25
H  -0.180  0.844  -2.421  0.20
H  -1.338  1.230  -1.125  0.22
H  -1.283  -2.347  -0.820  0.43
H  0.791  -0.976  -1.984  0.40
H  0.814  -2.455  -1.261  0.42

Entry from the Open Molecules 2025 dataset: the molecule C10H19N3O5 in a non-equilibrium geometry (wB97M-V/def2-TZVPD).

Summary:
E: -25385.2820 eV
Kohn-Sham gap: 10.28 eV
molar mass: 261.28 g/mol
SMILES string: NCCCC[C@H](NC(=O)[C@@H](N)CC(=O)O)C(=O)O
E_LUMO: 0.69 eV
energy above the lowest of the compared OMol25 structures with the same formula, charge and spin: 254.7 kJ/mol

Last column: natural (NBO) charge in e.
Atoms and positions in Å:
N  2.530  2.195  -1.548  -0.81
C  1.927  0.911  -1.126  -0.24
C  2.051  -0.221  -2.158  -0.44
C  0.694  -0.891  -2.163  -0.41
C  0.358  -1.994  -1.158  -0.38
C  -0.861  -1.750  -0.357  -0.18
N  -0.644  -0.761  0.575  -0.63
C  -1.698  -0.339  1.311  0.69
O  -2.875  -0.509  0.990  -0.63
C  -1.413  0.637  2.498  -0.12
N  -0.134  0.337  3.139  -0.84
C  -1.332  2.016  1.840  -0.53
C  -0.053  2.432  1.250  0.78
O  1.006  2.569  1.890  -0.61
O  -0.269  2.887  -0.018  -0.69
C  -1.670  -2.950  0.058  0.80
O  -1.823  -3.423  1.205  -0.58
O  -2.152  -3.440  -1.115  -0.69
H  3.382  1.919  -2.068  0.35
H  1.978  2.455  -2.338  0.34
H  0.892  1.089  -0.961  0.20
H  2.338  0.658  -0.154  0.20
H  2.855  -0.948  -1.905  0.21
H  2.580  0.179  -3.119  0.22
H  -0.133  -0.146  -2.120  0.21
H  0.362  -1.411  -3.169  0.21
H  1.174  -2.095  -0.338  0.19
H  0.227  -2.875  -1.787  0.24
H  -1.564  -1.268  -1.129  0.23
H  0.308  -0.747  0.930  0.42
H  -2.387  0.526  3.098  0.22
H  -0.179  -0.271  3.962  0.37
H  0.225  1.155  3.543  0.37
H  -1.498  2.796  2.616  0.25
H  -2.094  2.140  0.962  0.26
H  0.720  3.215  -0.216  0.52
H  -2.827  -4.077  -0.924  0.50

Entry from the Open Molecules 2025 dataset: a structure of composition C10H19NNiOSi in a non-equilibrium geometry (wB97M-V/def2-TZVPD).

Summary:
E: -63128.8505 eV
Kohn-Sham gap (spin up / spin down): 4.71 / 4.12 eV
spin multiplicity: 3
molar mass: 256.05 g/mol
E_LUMO (spin up / spin down): 5.87 / 5.88 eV
energy above the lowest of the compared OMol25 structures with the same formula, charge and spin: 439.7 kJ/mol
net charge: -2

Last column: natural (NBO) charge in e.
Atoms and positions in Å:
C  1.993  1.357  -3.083  -0.40
C  1.358  2.362  -2.349  -0.40
C  0.203  1.797  -1.699  -0.39
C  0.139  0.410  -2.042  -0.33
C  1.341  0.071  -2.787  -0.32
Ni  1.895  0.721  -0.794  0.74
N  1.597  -1.855  -1.523  -1.03
C  2.576  1.912  0.411  -0.68
C  1.411  2.585  0.400  -0.41
H  -0.447  2.268  -0.978  0.21
H  1.732  3.372  -2.166  0.18
H  -0.639  -0.270  -1.734  0.26
H  1.493  -0.759  -3.448  0.23
H  2.834  1.489  -3.750  0.19
H  1.397  3.568  -0.033  0.19
H  2.755  0.934  0.911  0.21
H  1.368  -1.506  -0.463  0.27
H  0.597  2.143  0.977  0.25
H  3.422  1.967  -0.311  0.21
C  -2.198  -0.336  2.957  -1.13
Si  -1.541  -1.316  1.452  1.90
C  -0.816  -2.957  2.131  -1.14
C  -3.040  -1.757  0.342  -1.14
O  -0.463  -0.453  0.673  -1.34
H  -2.925  -0.890  3.565  0.18
H  -2.673  0.594  2.613  0.21
H  -1.359  -0.045  3.605  0.21
H  -1.534  -3.519  2.746  0.18
H  -0.483  -3.621  1.322  0.23
H  0.063  -2.755  2.759  0.21
H  -3.497  -0.838  -0.053  0.21
H  -2.733  -2.361  -0.523  0.23
H  -3.825  -2.313  0.874  0.18

Entry from the Open Molecules 2025 dataset: a structure of composition C10H19NO2PtSTe in a non-equilibrium geometry (wB97M-V/def2-TZVPD).

Summary:
E: -37621.6283 eV
Kohn-Sham gap: 7.14 eV
molar mass: 540.01 g/mol
E_LUMO: -8.16 eV
energy above the lowest of the compared OMol25 structures with the same formula, charge and spin: 129.7 kJ/mol
net charge: +2

Last column: natural (NBO) charge in e.
Atoms and positions in Å:
Pt  0.246  0.378  -0.056  0.66
O  -0.247  2.220  -1.748  -0.75
C  -1.641  2.436  -1.807  -0.11
C  -2.310  1.108  -1.554  0.21
C  -3.586  0.884  -2.046  -0.22
C  -4.236  -0.304  -1.764  -0.09
C  -3.586  -1.254  -0.988  -0.23
C  -2.316  -0.984  -0.537  0.04
N  -1.683  0.176  -0.807  -0.48
H  0.233  3.055  -1.735  0.51
H  -1.932  2.801  -2.793  0.22
H  -1.957  3.166  -1.057  0.21
H  -4.061  1.646  -2.650  0.25
H  -5.230  -0.489  -2.146  0.26
H  -4.052  -2.197  -0.739  0.26
H  -1.769  -1.694  0.068  0.23
C  2.745  0.178  -2.471  -0.88
Te  1.157  -1.091  -1.911  1.06
C  2.340  -2.394  -0.748  -0.89
H  3.251  0.530  -1.576  0.25
H  2.333  1.001  -3.047  0.26
H  3.419  -0.411  -3.092  0.27
H  2.944  -2.979  -1.439  0.27
H  1.679  -3.047  -0.185  0.26
H  2.968  -1.803  -0.088  0.25
C  2.649  -0.891  3.679  -0.81
S  1.052  -0.583  2.960  1.25
C  0.434  0.625  4.112  -0.81
O  1.389  0.247  1.698  -1.03
H  3.207  0.044  3.707  0.26
H  3.156  -1.635  3.069  0.26
H  2.492  -1.285  4.683  0.27
H  0.305  0.127  5.073  0.27
H  -0.533  0.967  3.749  0.26
H  1.140  1.451  4.186  0.26

Entry from the Open Molecules 2025 dataset: the molecule C10H19NO2S in a non-equilibrium geometry (wB97M-V/def2-TZVPD).

Summary:
E: -27090.5662 eV
Kohn-Sham gap: 8.75 eV
molar mass: 217.33 g/mol
SMILES string: CCCO[C@@]1(N=C(C)C)COC[C@H]1S
E_LUMO: 0.14 eV
energy above the lowest of the compared OMol25 structures with the same formula, charge and spin: 863.1 kJ/mol

Last column: natural (NBO) charge in e.
Atoms and positions in Å:
C  1.301  3.179  2.377  -0.63
C  0.813  1.793  1.590  -0.45
C  1.197  1.782  0.000  -0.08
O  0.371  0.940  -0.861  -0.55
C  0.257  -0.447  -0.429  0.37
N  -0.734  -0.876  0.626  -0.58
C  -2.038  -0.734  0.226  0.45
C  -2.760  0.727  -0.149  -0.74
C  -3.076  -2.043  0.127  -0.70
C  -0.435  -1.130  -1.794  -0.10
O  0.781  -1.244  -2.661  -0.56
C  1.835  -2.011  -1.926  -0.08
C  1.540  -1.456  -0.376  -0.39
S  3.024  -1.099  0.701  -0.05
H  0.702  4.112  1.990  0.21
H  0.998  3.015  3.512  0.22
H  2.469  3.321  2.355  0.22
H  1.417  0.914  2.108  0.22
H  -0.324  1.621  1.826  0.22
H  1.045  2.904  -0.381  0.19
H  2.361  1.574  -0.166  0.19
H  -3.932  0.580  -0.320  0.22
H  -2.324  1.190  -1.134  0.25
H  -2.610  1.511  0.725  0.25
H  -4.189  -1.762  0.351  0.23
H  -2.636  -2.866  0.843  0.25
H  -2.947  -2.426  -0.997  0.24
H  -1.182  -0.476  -2.414  0.24
H  -0.725  -2.282  -1.701  0.19
H  2.956  -1.716  -2.165  0.21
H  1.663  -3.188  -1.831  0.19
H  1.070  -2.404  0.178  0.25
H  4.110  -1.002  -0.227  0.14